Entry 1:
Computed, not measured: a molecular structure, C16H31MnNP2Se in a non-equilibrium geometry, with ωB97M-V/def2-TZVPD.

```
! wB97M-V def2-TZVPD RIJCOSX def2/J DEFGRID3
* xyz 0 6
P -0.789 -2.479 -0.998
P -0.583 0.642 -0.911
C -1.323 -1.427 -2.432
C -0.365 -0.261 -2.564
H -2.359 -1.049 -2.238
H -1.334 -2.139 -3.263
H 0.702 -0.536 -2.625
H -0.639 0.363 -3.418
C -2.110 1.641 -1.076
H -1.913 2.659 -0.664
H -2.929 1.150 -0.504
H -2.396 1.648 -2.152
C 0.397 2.020 -1.788
H -0.227 2.426 -2.606
H 1.347 1.647 -2.201
H 0.602 2.864 -1.135
C -2.002 -3.827 -1.179
H -1.436 -4.718 -0.900
H -2.274 -3.837 -2.254
H -2.896 -3.807 -0.553
C 0.919 -2.888 -0.946
H 1.573 -1.993 -1.112
H 0.958 -3.653 -1.757
H 1.204 -3.356 0.026
Mn -2.216 -1.559 0.153
C 1.374 3.464 1.056
C 0.317 2.745 1.336
C 0.145 1.448 2.075
C 1.344 0.481 2.259
C 2.382 0.239 1.225
C 2.618 0.707 -0.029
C 3.198 2.103 -0.238
C 2.809 3.017 0.988
C -1.406 -3.119 1.420
H 1.238 4.495 0.703
H -0.694 3.103 1.051
H -0.738 0.888 1.689
H -0.159 1.730 3.109
H 1.886 0.890 3.094
H 0.906 -0.414 2.714
H 2.945 -0.636 1.609
H 2.470 0.111 -0.949
H 2.883 2.522 -1.213
H 4.302 2.086 -0.235
H 3.131 2.481 1.866
H 3.360 3.957 0.896
H -0.664 -2.543 1.968
H -1.038 -4.127 1.168
H -2.240 -3.315 2.098
Se -3.625 -0.070 4.634
C -3.422 -0.708 2.956
N -3.236 -1.068 1.844
*
```

Computed properties:
Energy relative to the best compared isomer or geometry (same formula, charge and spin) in kcal/mol: 99.38
Kohn-Sham gap (spin up / spin down) in eV: 6.5 / 5.9
E_HOMO (spin up / spin down) in eV: -6.85 / -6.41
<S²>: 9.06
Lowest unoccupied orbital energy (spin up / spin down) in eV: -0.37 / -0.49

Entry 2:
Computed, not measured: 8 unconnected molecules or ions with the total composition C16H31N3O24S5 in a non-equilibrium geometry, with ωB97M-V/def2-TZVPD.

```
! wB97M-V def2-TZVPD RIJCOSX def2/J DEFGRID3
* xyz 0 1
C 6.489 -0.159 -1.509
N 5.186 0.604 -1.346
O 4.231 0.155 -1.986
O 5.170 1.581 -0.604
H 6.435 -0.886 -0.701
H 7.227 0.615 -1.310
H 6.584 -0.611 -2.493
C 0.695 0.019 -0.559
N 0.222 -1.069 -1.430
O -0.997 -1.265 -1.401
O 1.039 -1.655 -2.101
H 0.542 -0.337 0.460
H -0.034 0.817 -0.701
H 1.691 0.334 -0.861
O -5.648 -4.285 -2.298
S -4.890 -3.162 -1.781
O -5.068 -2.786 -0.399
O -3.297 -3.355 -2.106
C -3.103 -3.213 -3.472
C -4.061 -2.005 -3.797
O -5.014 -1.880 -2.760
H -2.044 -2.959 -3.511
H -3.319 -4.159 -3.970
H -4.365 -1.926 -4.841
H -3.411 -1.131 -3.719
O -0.598 -1.582 2.322
S 0.230 -2.328 3.243
O -0.287 -3.541 3.850
O 1.716 -2.544 2.574
C 2.713 -1.860 3.294
C 2.048 -0.699 3.997
O 0.775 -1.271 4.353
H 3.132 -2.602 3.976
H 3.537 -1.563 2.645
H 1.793 0.097 3.297
H 2.662 -0.421 4.851
O -2.060 1.885 2.572
S -2.940 2.154 1.442
O -2.989 3.512 1.012
O -2.661 1.231 0.153
C -3.678 0.321 -0.197
C -4.940 0.751 0.626
O -4.432 1.513 1.696
H -3.838 0.319 -1.273
H -3.380 -0.675 0.131
H -5.547 -0.096 0.939
H -5.529 1.425 0.002
O 0.464 5.337 -0.401
S 0.224 4.841 -1.733
O 0.075 3.437 -2.050
O -0.842 5.769 -2.552
C -0.274 7.070 -2.696
C 1.120 6.714 -3.222
O 1.410 5.388 -2.792
H -0.936 7.702 -3.283
H -0.194 7.484 -1.689
H 1.836 7.507 -3.000
H 1.138 6.738 -4.313
O 0.808 -6.596 2.634
S 0.069 -6.543 1.373
O -0.759 -7.707 0.944
O -0.886 -5.195 1.308
C -0.896 -4.728 -0.011
C 0.546 -4.798 -0.498
O 0.974 -6.043 0.087
H -1.553 -5.354 -0.619
H -1.365 -3.744 -0.023
H 1.209 -4.051 -0.060
H 0.575 -4.687 -1.581
C 2.164 2.998 1.598
C 3.312 2.887 2.458
C 2.761 2.834 3.730
N 1.418 3.154 3.675
C 1.075 3.336 2.385
H 2.147 2.848 0.529
H 4.315 2.609 2.177
H 3.251 2.794 4.692
H 0.783 3.129 4.455
H 0.044 3.565 2.166
*
```

Computed properties:
Energy relative to the best compared isomer or geometry (same formula, charge and spin) in kcal/mol: 27.21
Kohn-Sham gap in eV: 8.0
E_HOMO in eV: -8.11
Lowest unoccupied orbital energy in eV: -0.14

Entry 3:
Computed, not measured: a molecular structure, C16H31N4SeZn, with ωB97M-V/def2-TZVPD.

```
! wB97M-V def2-TZVPD RIJCOSX def2/J DEFGRID3
* xyz -1 1
Zn -0.706 0.906 -2.794
N -2.087 -2.097 -4.140
C -2.805 -2.479 -2.930
C -3.009 -1.405 -1.868
N -1.824 -0.816 -1.233
C -2.262 -0.004 -0.079
C -3.260 1.119 -0.340
N -2.762 2.299 -1.060
C -0.880 -1.804 -0.682
C 0.124 -2.483 -1.619
N 1.122 -1.622 -2.257
H -2.410 -1.185 -4.459
H -1.105 -1.955 -3.940
H -2.332 -3.363 -2.500
H -3.815 -2.782 -3.219
H -3.659 -1.845 -1.090
H -3.552 -0.587 -2.341
H -1.363 0.452 0.343
H -2.693 -0.669 0.690
H -3.582 1.449 0.651
H -4.153 0.766 -0.855
H -1.875 2.597 -0.659
H -2.600 2.089 -2.039
H -1.436 -2.584 -0.134
H -0.273 -1.258 0.043
H -0.353 -3.067 -2.401
H 0.662 -3.191 -0.983
H 0.703 -1.034 -2.966
H 1.529 -0.983 -1.573
C 3.991 0.786 5.476
C 3.281 0.890 4.146
C 2.057 1.531 4.024
C 1.408 1.667 2.796
C 0.071 2.358 2.760
C 2.006 1.152 1.626
Se 1.184 1.447 -0.083
C 3.233 0.461 1.746
C 3.937 -0.156 0.565
C 3.841 0.352 2.996
H 3.372 1.184 6.283
H 4.930 1.347 5.465
H 4.235 -0.254 5.714
H 1.590 1.952 4.911
H -0.111 2.896 3.693
H -0.733 1.629 2.616
H 0.021 3.054 1.923
H 3.243 -0.342 -0.249
H 4.415 -1.095 0.854
H 4.710 0.517 0.183
H 4.794 -0.169 3.067
C -1.770 1.123 -4.416
H -1.043 1.004 -5.238
H -2.004 2.204 -4.423
*
```

Computed properties:
Kohn-Sham gap in eV: 6.6
E_HOMO in eV: -3.83
Lowest unoccupied orbital energy in eV: 2.72

Entry 4:
Computed, not measured: a molecular structure, C16H31NNiOP2 in a non-equilibrium geometry, with ωB97M-V/def2-TZVPD.

```
! wB97M-V def2-TZVPD RIJCOSX def2/J DEFGRID3
* xyz 0 3
P -5.094 0.498 -0.521
P -4.461 -3.282 -0.697
C -6.131 -0.928 -1.119
C -5.852 -2.134 -0.189
H -5.874 -1.104 -2.174
H -7.199 -0.641 -1.136
H -5.541 -1.773 0.824
H -6.798 -2.687 -0.039
C -5.135 -4.407 -2.015
H -4.358 -4.886 -2.631
H -5.817 -3.914 -2.717
H -5.720 -5.199 -1.503
C -4.454 -4.394 0.757
H -5.231 -5.133 0.604
H -4.664 -3.824 1.676
H -3.501 -4.925 0.899
C -5.466 1.979 -1.465
H -4.775 2.770 -1.124
H -6.510 2.294 -1.281
H -5.320 1.787 -2.544
C -5.759 0.789 1.184
H -5.671 -0.094 1.842
H -6.835 1.062 1.166
H -5.213 1.629 1.661
Ni -2.995 1.349 0.947
C -2.529 -3.496 -1.095
C -2.215 -2.750 -2.232
C -3.097 -1.930 -3.037
C -3.032 -0.524 -2.415
C -3.389 -0.320 -0.898
C -3.158 -1.074 0.413
C -2.214 -2.038 0.986
C -1.600 -3.103 0.101
C -2.130 2.919 1.918
H -2.361 -4.576 -1.328
H -1.168 -2.437 -2.284
H -4.096 -2.344 -3.261
H -2.659 -1.906 -4.055
H -1.990 -0.175 -2.561
H -3.646 0.166 -3.018
H -2.811 0.681 -0.657
H -3.678 -0.539 1.340
H -2.773 -2.571 1.813
H -1.367 -1.528 1.554
H -0.659 -2.702 -0.276
H -1.400 -4.014 0.688
H -1.568 2.257 2.591
H -2.684 3.649 2.530
H -1.442 3.502 1.251
O 0.945 -0.312 -0.006
C -0.005 0.300 0.422
N -0.972 0.886 0.821
*
```

Computed properties:
Energy relative to the best compared isomer or geometry (same formula, charge and spin) in kcal/mol: 148.62
Kohn-Sham gap (spin up / spin down) in eV: 6.3 / 5.5
E_HOMO (spin up / spin down) in eV: -6.36 / -5.71
<S²>: 2.33
Lowest unoccupied orbital energy (spin up / spin down) in eV: -0.09 / -0.26